ORCA calculation (ωB97M-V with the def2-TZVPD basis set) on a cluster of 2 separate species, C4H12 in total.

Geometry as ORCA input:
```
! RIJCOSX wB97M-V def2-TZVPD def2/J DEFGRID3
* xyz 0 1
C -1.35307 1.14801 -0.96972
C -1.95984 1.16779 0.38236
H -0.22452 1.03500 -0.86441
H -1.68912 0.32492 -1.55375
H -1.42664 2.00998 -1.61163
H -1.69263 0.33396 0.95850
H -1.52608 2.03512 1.02599
H -3.04862 1.41317 0.30168
C 1.66319 -1.19452 1.02789
C 1.64442 -1.13271 -0.41491
H 0.85798 -0.56672 1.43312
H 1.38375 -2.23831 1.43144
H 2.68840 -0.75898 1.32708
H 1.35898 -0.11799 -0.79208
H 0.80669 -1.97400 -0.75188
H 2.51711 -1.48472 -0.92968
*
```

The value obtained for the total energy is -4341.43184 eV. As for the LUMO energy: 1.13 eV. The SMILES is CC.CC.

Atom charges from the natural (NBO) analysis, given in e for atoms 1 to 5: atom 1 (C): -0.60, atom 2 (C): -0.61, atom 3 (H): 0.19, atom 4 (H): 0.20, atom 5 (H): 0.21


ORCA calculation (ωB97M-V with the def2-TZVPD basis set) on a structure of composition C28H24ClN4O3V.

Geometry as ORCA input:
```
! RIJCOSX wB97M-V def2-TZVPD def2/J DEFGRID3
* xyz -1 2
V 0.22769 0.06886 0.34303
O 0.81942 1.05628 4.21665
C 0.78619 1.08602 2.98729
N -0.13452 0.35283 2.20684
C -1.27620 -0.21933 2.78536
C -1.83103 0.09142 4.02487
C -3.00314 -0.53673 4.42934
C -3.62331 -1.47515 3.62042
C -3.07805 -1.80348 2.38452
C -1.90656 -1.17717 1.96692
N -1.22193 -1.37815 0.76031
C -1.49975 -2.38794 -0.06337
O -2.36645 -3.26221 0.00170
C -0.55421 -2.39641 -1.23589
C -0.70114 -3.33877 -2.23924
C 0.16121 -3.30513 -3.31755
C 1.14518 -2.32948 -3.35048
C 1.22729 -1.43063 -2.30394
N 0.39693 -1.45305 -1.25765
C 1.68015 1.84666 2.16898
C 2.53055 2.83300 2.62842
C 3.07576 3.77673 1.77282
C 2.45361 3.86882 0.49050
C 1.62107 2.91266 0.02697
N 1.56096 1.65223 0.73365
H -1.34118 0.81095 4.65976
H -3.42973 -0.28535 5.39353
H -4.53598 -1.95988 3.94648
H -3.54062 -2.53933 1.74723
H -1.50287 -4.05587 -2.13642
H 0.06802 -4.02282 -4.12311
H 1.83941 -2.24976 -4.17550
H 1.96686 -0.65056 -2.31247
H 2.67954 2.87677 3.70210
H 3.70958 4.57177 2.13858
H 2.55684 4.77371 -0.09977
H 1.04503 3.00324 -0.88100
Cl 0.09521 1.63980 -3.37744
C -1.33415 0.67307 -3.06773
C -1.88589 -0.02389 -4.13182
C -3.01133 -0.80260 -3.92713
C -3.57297 -0.85684 -2.65527
C -3.00993 -0.14488 -1.61357
C -1.85308 0.63665 -1.77384
C -1.19903 1.27869 -0.61720
H -1.42459 0.04951 -5.10813
H -3.44448 -1.35619 -4.75022
H -4.44922 -1.46542 -2.47079
H -3.44290 -0.20787 -0.62341
H -1.91936 1.36334 0.20384
H -0.80359 2.26845 -0.83500
C 3.97993 -0.10432 1.60008
O 2.70948 -0.40800 1.02002
C 2.21936 0.52745 0.10664
C 3.17237 0.86842 -1.01519
H 4.78392 -0.39570 0.91703
H 4.05265 -0.68696 2.51601
H 4.06429 0.95521 1.84190
H 3.67882 -0.03994 -1.34548
H 3.92452 1.58311 -0.66953
H 2.66533 1.32413 -1.86370
*
```

The value obtained for the total energy is -79740.65905 eV. As for the LUMO energy (alpha / beta): 2.32 / 2.34 eV. The expectation value of S² is 0.801.

Atom charges from the natural (NBO) analysis, given in e for atoms 1 to 5: atom 1 (V): 1.48, atom 2 (O): -0.68, atom 3 (C): 0.63, atom 4 (N): -0.71, atom 5 (C): 0.21